9
Properties=species:S:1:pos:R:3:forces:R:3:mulliken_charge:R:1 method="wB97M-V/def2-TZVPD" e_above_lowest_kcal_mol=48.4 fmax_ha_per_bohr=0.1752 homo_energy_ev="-20.598 / -20.363" charge=+2 homo_lumo_gap_ev="8.2 / 6.9"
C -1.3736 0.4418 -0.6317 -1.216 -0.942 -2.928 -0.381
C -0.6355 0.0770 0.4473 0.305 3.782 2.316 0.273
Tl 2.1055 0.9019 0.4158 8.374 3.314 -0.248 1.081
H -1.6130 -0.3022 -1.3926 -0.893 -0.098 0.216 0.329
C 1.6332 -2.1396 -0.0233 0.742 0.623 0.040 0.362
H -1.5710 1.4835 -0.8970 0.410 -0.011 0.068 0.344
O 2.2410 -1.1626 0.0784 -0.385 -4.404 -0.649 -0.120
H -1.0949 -0.3156 1.3639 0.592 -1.452 -0.288 0.389
O 0.3084 1.0157 0.6392 -7.930 -0.812 1.474 -0.277



48
Properties=species:S:1:pos:R:3:forces:R:3:nbo_charge:R:1 method="wB97M-V/def2-TZVPD" smiles="CC(C)c1ccccc1NC(=O)C[NH2+]CCOc1ccccc1F" fmax_ha_per_bohr=0.0164 homo_energy_ev=-11.815 charge=+1 homo_lumo_gap_ev=9.4
H 0.0167 0.0272 0.6585 0.001 0.063 -0.120 0.259
H 1.5961 -4.0076 4.6819 0.099 -0.059 0.079 0.222
H 1.2178 -2.2861 2.9440 -0.113 -0.034 0.059 0.201
C -1.9480 -2.7976 0.5599 0.011 -0.061 0.056 -0.223
C -2.1360 -2.6813 3.3114 0.023 -0.015 -0.079 -0.144
C 0.2681 -1.6128 4.7334 0.092 -0.042 -0.240 -0.599
C -3.1921 -2.8168 1.1610 0.000 0.053 -0.078 -0.205
C -3.2818 -2.7571 2.5418 -0.007 -0.019 0.014 -0.195
C -0.7105 5.2182 -3.8327 0.052 -0.175 0.031 -0.258
C 0.9598 -1.7784 -0.0946 -0.145 0.658 -0.217 0.675
C 1.8475 4.9054 -2.8090 -0.122 -0.219 -0.031 -0.218
C 1.3068 1.4200 -3.3639 -0.043 -0.377 -0.163 -0.081
H -0.2458 7.2968 -3.9572 -0.042 0.097 -0.026 0.232
N 0.9297 0.2957 -1.2537 0.842 -0.042 0.000 -0.546
H -0.8568 -0.7090 -0.6947 0.081 0.145 -0.003 0.254
C 1.0400 3.7852 -2.9690 -0.007 0.209 -0.068 0.198
H 2.8395 4.7658 -2.4104 0.129 -0.032 0.038 0.233
H 1.1984 1.2336 -0.9295 -0.116 -0.228 0.093 0.453
H -1.7113 5.3073 -4.2235 -0.118 -0.013 -0.042 0.243
H 0.3037 -0.4890 -3.1176 0.041 -0.058 0.135 0.231
H -0.6277 0.9129 -2.5302 0.137 -0.085 0.085 0.237
O 1.5569 2.5648 -2.5670 -0.257 0.157 0.167 -0.530
H -2.2245 -2.6512 4.3850 -0.005 0.024 0.155 0.216
H 1.0629 -3.5309 0.8420 0.056 0.158 -0.127 0.431
C -0.8719 -2.6492 2.7312 0.207 0.132 -0.184 -0.009
H 2.2759 0.9334 -3.5230 -0.101 0.037 -0.016 0.201
H -0.0675 -0.6395 4.3814 -0.027 0.117 0.037 0.210
N 0.4726 -2.7201 0.6884 0.080 -0.636 0.244 -0.576
H 0.7882 -4.7223 3.2843 0.018 -0.145 -0.043 0.203
C 0.3796 -2.6044 3.5745 -0.021 -0.045 0.209 -0.248
H 0.8846 1.6768 -4.3371 0.025 -0.045 0.113 0.226
C 1.3851 6.1611 -3.1556 0.032 0.006 0.007 -0.200
H -4.0818 -2.8933 0.5567 -0.094 -0.008 -0.060 0.230
O 2.0431 -1.8185 -0.6674 0.296 -0.252 -0.067 -0.621
H -1.8581 -2.8860 -0.5132 0.015 -0.034 -0.120 0.217
H -0.1322 -4.3553 4.7404 -0.101 -0.061 0.069 0.215
H 1.2398 -1.4924 5.2054 0.067 0.018 0.090 0.223
H -0.4263 -1.9653 5.4899 -0.099 -0.014 0.116 0.210
H 1.8139 -0.3347 -1.3045 -0.460 0.459 0.029 0.469
F -1.0779 2.9004 -3.5979 0.133 0.079 0.049 -0.340
C 0.6774 -4.0125 4.1015 0.147 0.204 -0.130 -0.593
C 0.1322 -0.4835 -0.2986 -0.211 -0.515 0.375 -0.334
H 2.0276 7.0172 -3.0268 0.067 0.080 0.014 0.231
C -0.8010 -2.7071 1.3391 -0.400 0.109 0.106 0.081
H -4.2480 -2.7817 3.0203 -0.102 -0.003 0.054 0.229
C 0.3684 0.4723 -2.6084 -0.104 0.478 -0.667 -0.248
C 0.1113 6.3195 -3.6763 -0.015 -0.035 0.009 -0.191
C -0.2445 3.9696 -3.4702 0.056 -0.032 0.049 0.328



44
Properties=species:S:1:pos:R:3:forces:R:3:lowdin_spin:R:1 method="wB97M-V/def2-TZVPD" e_above_lowest_kcal_mol=9.1 fmax_ha_per_bohr=0.0459 homo_energy_ev="-13.904 / -13.907" charge=+2 multiplicity=3 homo_lumo_gap_ev="6.1 / 6.2"
V 0.2364 1.4214 0.2993 0.219 1.574 -0.030 1.925
H 4.0989 -0.7912 2.5301 -0.038 -0.031 -0.018 0.000
C -0.3739 -1.1604 -2.6755 0.027 0.276 -0.173 -0.001
H 2.7641 2.4145 -0.9279 -0.007 -0.037 -0.028 0.003
H 0.0570 -2.0473 4.8348 0.000 0.005 0.009 0.000
C -0.1876 -0.5857 -1.3514 -0.204 -1.538 0.397 0.009
C -2.0522 0.9892 1.9359 -0.188 0.056 -0.099 0.007
H -2.0062 -0.8986 4.0691 0.016 -0.014 0.013 0.000
C 2.5124 0.3152 1.6017 0.164 -0.002 -0.115 0.007
H 5.1432 1.7000 -0.8046 -0.015 0.021 0.000 0.000
C -4.2817 1.7340 1.5328 0.046 0.052 -0.048 0.004
C 3.0935 1.6937 -0.1892 0.222 -0.035 0.099 0.011
H -0.9338 -4.1795 -4.1186 0.004 0.006 0.032 0.000
C -1.0545 -0.6896 3.6020 -0.098 0.067 -0.020 -0.001
H 2.2318 -1.5226 3.7584 -0.017 -0.010 0.017 0.000
H -0.1788 0.6984 -3.7416 -0.004 0.001 -0.056 0.000
C -0.7362 -2.3183 -5.1597 0.050 0.201 0.273 -0.001
C -0.3441 -0.3671 -3.8270 0.012 -0.018 0.169 -0.001
H -5.3367 1.7175 1.7708 0.001 0.002 0.020 0.000
N 2.1625 1.2056 0.6420 1.494 0.100 0.086 0.007
C -2.4590 2.5168 0.2188 -0.226 0.031 0.129 0.011
C -0.9627 0.2134 2.5599 0.089 -0.096 0.118 0.008
C 1.3461 -0.1268 2.3907 -0.084 -0.076 0.136 0.008
C -3.3893 0.9663 2.2741 0.125 -0.070 0.075 -0.001
C 4.7813 0.3948 0.8723 -0.041 0.067 -0.044 0.004
H -3.7425 0.3643 3.0994 0.022 -0.038 -0.024 0.000
H -4.4860 3.1267 -0.0997 0.021 0.016 -0.004 0.000
N 0.2170 0.4648 1.9723 -0.028 -1.058 1.702 -0.003
H 5.8099 0.0718 0.9596 0.002 0.000 0.021 0.000
H -0.5056 -0.3481 -5.9677 0.004 0.010 0.022 0.000
C -0.5247 -0.9434 -5.0654 -0.022 -0.058 -0.172 0.000
N -1.6007 1.7630 0.9191 -1.349 0.522 0.292 0.007
H -2.0447 3.1287 -0.5733 -0.001 -0.037 -0.027 0.003
C 1.3233 -1.0399 3.4279 0.097 0.040 -0.036 -0.001
C -0.7676 -3.1162 -4.0167 -0.024 -0.085 -0.154 0.000
O 0.0207 0.7525 -1.2491 -0.184 -0.089 -2.353 -0.031
O -0.2025 -1.2102 -0.3025 0.019 0.263 -0.299 0.019
Cl -0.9588 -3.0276 -6.6980 -0.018 -0.071 -0.095 0.000
H -0.6076 -3.1380 -1.8806 -0.006 -0.030 -0.020 0.000
C -0.5871 -2.5385 -2.7801 0.020 0.080 0.107 0.000
C 3.8201 -0.0978 1.7494 -0.115 -0.026 0.079 -0.001
C 4.4167 1.3013 -0.1116 0.008 -0.017 0.039 0.001
C -3.8146 2.5201 0.4904 -0.001 -0.017 0.043 0.001
C 0.1040 -1.3272 4.0292 0.007 0.064 -0.063 0.006



11
Properties=species:S:1:pos:R:3:forces:R:3:nbo_charge:R:1 method="wB97M-V/def2-TZVPD" e_above_lowest_kcal_mol=221.9 fmax_ha_per_bohr=0.1358 homo_energy_ev=-8.507 charge=0 homo_lumo_gap_ev=7.7
C -1.5990 0.0928 -0.0797 -1.752 0.373 0.118 0.240
H -0.0120 -0.4274 -0.3679 3.287 -2.215 -0.379 0.216
C -2.8323 -0.0524 0.2635 0.869 2.526 -2.021 -0.741
O 3.1337 -0.2295 0.3949 0.112 1.436 -0.736 -0.505
C 1.1408 -0.9754 -0.3110 -4.699 5.156 -0.322 -0.288
H 1.4652 -1.8684 -0.6861 0.965 -2.213 -0.140 0.207
H -3.3129 0.8378 -0.3437 0.960 -1.348 0.797 0.320
H -3.4664 -0.5395 0.9132 -1.034 -1.171 1.204 0.274
N 1.9758 -0.0293 -0.0353 1.022 -1.360 1.427 0.348
H 2.0616 1.9012 0.3257 0.936 -0.235 0.495 0.487
O 1.4456 1.2900 -0.0737 -0.667 -0.951 -0.444 -0.558